123
Properties=species:S:1:pos:R:3 method="wB97M-V/def2-TZVPD" lumo_energy_ev=1.61 fmax_ev_per_a=3.84 charge=-1 gap_ev=6.988
C 3.08 1.05 1.58
C 2.45 0.42 0.78
C 1.60 -0.28 -0.15
C 0.18 -0.44 0.45
F 0.29 -0.56 1.84
C -0.49 0.96 0.14
O -0.73 1.14 -1.09
O -0.67 1.73 1.11
N -0.56 -1.49 -0.11
C 0.05 -2.81 -0.22
C 0.87 -3.30 0.97
C 0.08 -3.53 2.21
O -0.97 -4.12 2.26
O 0.65 -3.03 3.37
C -2.00 -1.44 0.05
C -2.51 -1.23 1.49
C -4.01 -0.90 1.47
F -4.65 -1.39 0.38
Br -4.90 -1.69 3.03
C -4.25 0.64 1.49
F -3.49 1.22 0.54
F -5.56 0.87 1.16
Br -3.93 1.55 3.15
H 3.71 1.76 2.05
H 2.07 -1.22 -0.41
H 1.47 0.37 -1.01
H 0.73 -2.80 -1.07
H -0.65 -3.58 -0.45
H 1.71 -2.67 1.22
H 1.29 -4.26 0.69
H 1.02 -3.78 3.85
H -2.44 -0.68 -0.59
H -2.41 -2.37 -0.29
H -2.02 -0.39 1.98
H -2.38 -2.10 2.11
C -3.94 0.97 -3.49
O -5.12 0.90 -3.83
N -3.52 1.15 -2.21
N -2.92 0.86 -4.41
H -2.54 1.22 -1.94
H -4.23 1.24 -1.52
H -3.18 0.71 -5.36
H -1.95 0.91 -4.16
C -0.29 -6.42 -1.94
O -0.07 -5.41 -1.29
N -0.80 -7.55 -1.36
N -0.05 -6.50 -3.28
H -0.99 -8.39 -1.86
H -0.98 -7.51 -0.37
H 0.30 -5.68 -3.73
H -0.20 -7.32 -3.82
C 3.61 -3.92 -1.79
O 3.30 -3.82 -0.62
N 2.89 -4.70 -2.66
N 4.69 -3.26 -2.33
H 3.11 -4.80 -3.63
H 2.09 -5.18 -2.28
H 5.22 -2.67 -1.71
H 4.95 -3.32 -3.29
C 1.99 4.48 1.77
O 3.08 4.18 1.28
N 1.56 5.77 1.89
N 1.11 3.53 2.19
H 0.67 6.02 2.27
H 2.17 6.50 1.56
H 1.37 2.56 2.06
H 0.21 3.74 2.57
C -3.80 5.12 4.40
O -3.50 4.06 4.92
N -4.39 6.15 5.10
N -3.58 5.37 3.07
H -4.64 7.02 4.69
H -4.56 5.99 6.07
H -3.15 4.63 2.54
H -3.81 6.23 2.62
C -1.93 6.23 0.35
O -2.49 5.85 1.37
N -2.30 7.38 -0.30
N -0.89 5.55 -0.21
H -1.85 7.71 -1.14
H -3.06 7.90 0.08
H -0.59 4.70 0.24
H -0.40 5.85 -1.03
C 6.80 1.98 2.65
O 5.87 1.41 3.18
N 6.65 3.23 2.10
N 8.05 1.43 2.54
H 7.39 3.72 1.65
H 5.74 3.64 2.15
H 8.17 0.50 2.91
H 8.82 1.88 2.10
C 7.02 -0.37 7.02
O 7.86 -0.70 7.83
N 7.34 0.06 5.76
N 5.68 -0.39 7.29
H 6.65 0.34 5.07
H 8.31 0.09 5.52
H 5.40 -0.70 8.20
H 4.98 -0.13 6.62
C -3.16 0.10 -8.62
O -2.58 -0.59 -7.80
N -2.60 0.44 -9.82
N -4.42 0.58 -8.39
H -3.06 1.01 -10.50
H -1.67 0.10 -10.01
H -4.85 0.35 -7.52
H -4.91 1.16 -9.05
C -7.43 4.40 0.92
O -7.86 5.53 0.78
N -6.58 4.05 1.94
N -7.75 3.38 0.07
H -6.22 3.13 2.07
H -6.30 4.77 2.58
H -8.36 3.59 -0.69
H -7.39 2.45 0.16
C 3.91 -8.14 -3.66
O 2.78 -7.85 -4.01
N 4.69 -7.31 -2.90
N 4.50 -9.33 -4.02
H 5.62 -7.53 -2.62
H 4.28 -6.43 -2.62
H 3.96 -9.95 -4.58
H 5.43 -9.59 -3.75